Entry 1:
8 unconnected molecules or ions with the total composition C29H81N9O8 in a non-equilibrium geometry, computed with the ωB97M-V functional and the def2-TZVPD basis.

Values from the calculation:
**HOMO energy**: -8.93 eV
**Electronic energy**: -2247.9799 hartree
**SMILES string**: COC[C@H](C)N.COC[C@H](C)N.COC[C@H](C)N.COC[C@H](C)N.COC[C@H](C)N.COC[C@H](C)N.COC[C@H](C)N.NC(N)=O
**LUMO energy**: 0.4 eV
**Gap between HOMO and LUMO**: 0.342 hartree
**Energy above the lowest of the compared OMol25 structures with the same formula, charge and spin**: 428.7 kJ/mol

Structure (XYZ):
```
127
C29H81N9O8 | the Open Molecules 2025 dataset | the ωB97M-V functional and the def2-TZVPD basis
H 10.0260 -18.1689 -20.0411
H 9.5554 -14.5895 -11.9397
C 11.5029 -20.6071 -16.3674
H 9.6276 -18.9047 -17.7547
H 5.0207 -15.6746 -0.1297
C 6.3238 -15.7130 -1.8630
O 9.8058 -15.5712 -10.2046
N 12.5889 -14.3430 -13.4936
H 6.9245 -18.4147 -11.1534
N 7.7545 -12.7342 -9.1833
C 13.2370 -19.8481 -13.2895
H 12.4156 -13.4389 -13.0780
H 6.5888 -11.1680 -11.7810
C 13.9408 -14.6511 -13.9126
H 12.0621 -14.3862 -14.3542
H 8.7888 -16.9951 -9.0368
H 10.4534 -20.7767 -16.6078
H 11.5209 -20.1513 -15.3774
C 7.0262 -14.9784 -15.5974
O 7.4167 -15.7806 -4.1254
H 4.9584 -16.2283 -10.5538
H 16.4987 -17.4660 -16.2218
H 11.1675 -18.1757 -15.9973
H 6.0207 -11.9990 -10.0442
H 11.4508 -16.2508 -11.2634
H 6.6647 -19.0339 -6.0053
C 6.9118 -19.2836 -10.4955
C 10.3272 -20.2727 -10.3007
N 6.4960 -14.5382 -14.5501
H 8.3002 -13.5840 -9.1953
C 5.9504 -19.1861 -6.8145
H 14.9593 -17.0234 -16.9767
H 6.5834 -15.4263 -5.9759
H 7.5459 -12.6117 -12.3417
C 10.3784 -18.1405 -17.9556
C 12.7088 -19.5978 -10.9804
H 8.8825 -15.6522 -16.1507
C 6.8160 -12.6826 -10.3411
C 14.9257 -14.2479 -12.6958
H 15.0394 -18.1731 -15.6892
H 5.5830 -14.1334 -14.3998
C 6.0275 -13.9191 -10.7872
H 11.8252 -21.4510 -11.4196
H 14.9319 -15.0213 -11.9278
H 14.1368 -20.3574 -12.9444
C 15.4542 -17.2232 -16.0263
N 12.1250 -21.4321 -9.3692
H 6.6106 -14.6826 -11.3023
C 8.6768 -16.0187 -9.5082
N 8.2738 -15.4438 -15.3722
H 7.9894 -21.2015 -8.8049
H 10.5231 -17.4650 -10.5562
O 12.7330 -18.9986 -12.2778
H 5.4094 -21.7761 -6.6225
H 13.2827 -16.2407 -15.1852
H 15.9353 -14.2126 -13.1053
H 12.5216 -18.7896 -10.2733
H 7.4602 -14.3271 -1.0239
H 14.1385 -16.7407 -13.7542
C 7.6364 -20.2782 -8.3456
C 10.4116 -16.4976 -11.0458
H 8.2069 -11.3288 -11.2199
C 6.4554 -15.0827 -3.3572
H 14.1115 -13.9830 -14.7568
H 7.2771 -20.1810 -10.9948
N 9.6940 -16.8463 -17.6857
H 5.2014 -13.6198 -11.4322
H 10.7328 -14.7849 -12.9338
H 13.5358 -19.1844 -14.1009
H 10.5441 -18.3021 -13.3782
H 5.6310 -18.3379 -7.4200
H 8.2725 -15.8349 -6.0185
H 9.8334 -19.7128 -11.0949
H 11.6061 -17.2838 -19.5402
C 7.5320 -15.2558 -5.4667
H 7.2357 -12.8326 -8.3223
H 3.5769 -15.1004 -10.6622
C 10.5377 -17.2234 -13.5342
H 7.1729 -14.5863 -13.8020
H 4.2272 -15.5094 -1.7048
H 8.6414 -15.4161 -14.4319
C 4.4060 -15.4405 -10.0417
H 12.1148 -21.5007 -16.2443
N 7.3752 -15.3301 -0.9414
O 6.4993 -14.8033 -16.6344
H 13.7483 -19.8705 -10.7984
H 6.2030 -16.7962 -1.8690
H 12.5181 -20.6041 -13.6054
H 6.6441 -14.0185 -3.2160
N 9.7566 -15.0220 -12.8300
C 7.3414 -11.9150 -11.5287
N 6.3889 -21.5749 -6.7649
O 7.6582 -19.1866 -9.3057
C 11.4913 -18.3465 -17.0240
C 5.0926 -15.2104 -1.1133
H 5.0756 -14.1248 -1.0173
H 7.8256 -16.1116 -10.1825
H 14.7456 -13.2979 -12.1926
H 11.4814 -22.1666 -9.1116
H 5.0903 -19.2621 -6.1492
H 8.8229 -16.8190 -18.1960
H 12.8161 -22.0014 -9.8366
H 12.1552 -17.5084 -17.2362
H 3.9906 -15.8553 -9.1232
H 10.2618 -19.6368 -9.4178
H 11.5909 -16.9433 -13.5142
H 10.1368 -16.9689 -14.5154
C 10.8753 -18.0734 -19.3647
O 15.3824 -16.0407 -15.2377
H 5.8365 -19.4036 -10.3633
O 12.1039 -19.6517 -17.1656
C 6.2768 -20.3945 -7.6410
O 5.3014 -14.3852 -9.6352
H 9.6747 -21.1325 -10.1492
H 10.2960 -16.1621 -18.1210
H 8.3966 -20.0194 -7.6085
H 8.8260 -16.8763 -12.2357
H 8.2708 -15.7371 -1.1703
C 9.8021 -16.4478 -12.4630
C 11.7588 -20.7326 -10.6026
C 14.1188 -15.9811 -14.5357
H 11.3131 -19.0673 -19.4574
H 5.4622 -20.5970 -8.3364
H 5.4357 -15.1546 -3.7355
H 7.8152 -14.2095 -5.3520
H 6.8298 -22.3433 -7.2500
H 8.4343 -15.3426 -8.6883
```

=====

Entry 2:
A molecular structure, C29H82CoN10O16 in a non-equilibrium geometry, computed with the ωB97M-V functional and the def2-TZVPD basis.

Values from the calculation:
**HOMO energy (spin up / spin down)**: -8.33 / -8.32 eV
**Electronic energy**: -4288.1695 hartree
**Multiplicity**: 4
**LUMO energy (spin up / spin down)**: -0.3 / -0.5 eV
**Gap between HOMO and LUMO (spin up / spin down)**: 0.294 / 0.289 hartree
**Energy above the lowest of the compared OMol25 structures with the same formula, charge and spin**: 0.0 kJ/mol
**Expectation value of S²**: 3.757

Structure (XYZ):
```
138
C29H82CoN10O16 | the Open Molecules 2025 dataset | the ωB97M-V functional and the def2-TZVPD basis
C -5.4937 -1.4399 6.6238
H -3.0932 -2.7197 -5.2796
N 5.1525 0.8256 -1.3125
H -6.3970 -1.9539 4.7111
H 0.3000 1.9659 -5.9445
H 0.5471 -4.9717 -2.3132
H -0.1599 0.6486 -1.7604
H 9.3619 2.2084 0.5212
H 2.3822 1.0577 0.5353
C -5.4171 -1.8405 5.1712
H 4.3600 5.5906 -2.1337
C 4.4072 2.9857 -2.4268
O -2.1940 1.2340 -3.8795
H -2.8797 -3.0877 0.3476
C 1.2244 5.1728 1.6160
Co 0.8736 -2.0346 -4.1487
H 1.5225 -1.9257 3.8749
O -1.0598 -2.7979 -3.8440
N 3.1944 -3.0615 0.7199
H 3.2572 1.4621 -1.5267
H -4.4453 -4.7154 3.6030
C 1.2149 -0.3496 2.3214
O -4.2397 -1.4194 7.2714
H 3.7284 3.3307 -3.2156
C 0.5484 -0.3090 5.8762
O 1.3958 -2.3774 -2.1044
H -4.0006 7.1411 -4.8366
C 1.2226 -5.2717 -4.2076
H -1.4462 2.5872 -0.4042
C -4.9842 -3.7783 3.7459
O -3.9774 0.5591 0.5110
C -2.2361 -2.7529 -3.4754
H -3.1689 4.6577 -1.1726
H -4.1771 2.5798 -1.3181
O -3.1660 -2.9566 2.4608
C 2.4421 -4.1380 1.1534
H -1.7698 -2.5475 -1.5502
H 6.3161 -0.0308 -2.8490
H 3.5338 -2.0635 -1.8448
N -3.2862 -2.9216 -4.3118
H -6.0416 -4.0326 3.6139
O 0.2755 -0.4146 4.4992
H 4.7584 -2.9827 -1.8754
N 0.6866 -5.6614 -3.0313
H 4.7944 -0.1275 -1.3374
H 1.5780 -4.0392 -0.6877
C -4.1804 0.7454 1.8971
H -3.5097 -2.6160 -1.8216
C -4.2982 -1.1837 8.6458
H 3.9391 1.0401 -3.1044
H 2.8053 3.2510 1.4089
C -3.7956 4.2482 -3.2061
H 0.5553 5.8305 2.1707
O 4.1490 3.7093 -1.2291
H 7.1511 -0.8861 -0.7511
H -1.3932 0.6995 -3.7349
H 6.7757 1.6452 -2.4189
O 4.5114 -2.0531 -1.8540
C 1.8915 3.0770 0.8412
O 1.6217 -4.1112 -4.4144
H 1.4977 0.6502 -2.0603
N 1.6881 -4.6218 0.1327
H 0.7241 -1.2901 6.3320
H 1.0568 -5.3598 0.3893
H -3.4804 3.5537 -3.9907
C 3.7419 5.0520 -1.4096
C -2.6391 0.8594 0.1510
N 1.2361 1.0882 2.2373
H 1.4399 0.3118 6.0184
C -4.5796 -2.9466 2.5089
O 0.8151 3.8637 1.3258
C 6.4171 0.6930 -2.0271
H 0.9884 0.9038 -5.0877
C 7.5164 0.0647 -1.1463
H -2.4450 1.5288 -2.9790
H -4.2232 -2.8125 -3.9749
H 0.8199 -7.0918 -5.0437
H -4.9155 -1.9240 9.1638
N 1.1823 -6.1725 -5.2093
N -4.7561 -3.1694 5.0533
H 2.0515 -0.7736 1.7547
H -3.9569 1.7624 2.2371
H -0.1719 -1.6154 -1.0893
H -5.3090 6.4392 -3.9607
C -2.4939 2.3322 -0.2382
N -3.1810 2.5833 -1.5259
H -4.8616 4.1098 -2.9942
H -3.5209 0.1087 2.4988
H -2.3367 0.2806 -0.7220
H 1.3625 -5.9030 -6.1576
C 0.8327 -1.2853 -1.4152
C 1.4962 1.5934 0.8921
H -3.7582 -2.9793 4.9632
H -5.0537 -1.9570 2.4732
H 2.1472 5.2138 2.2092
H 5.4123 3.2300 -2.7875
H -1.9166 4.1253 -2.3004
H -2.7792 -1.4136 1.1250
H 8.3556 -0.2372 -1.7917
H -6.0220 -0.4885 6.7535
H 9.4988 1.6109 -1.1907
H 8.2540 2.7396 -0.7455
O 2.4858 -4.5963 2.2892
H -4.7921 -1.1147 4.6431
H -4.7772 -0.1944 8.7744
C -4.3864 6.1853 -4.4926
C 4.1597 1.5255 -2.1405
H -3.3183 -0.9986 9.0805
C -2.9486 3.9534 -1.9862
C 0.6161 0.0115 -2.2082
O 7.9831 0.8061 -0.0592
H 3.8420 5.4777 -0.4125
O 1.1319 1.4907 -5.8519
H 3.6629 -2.4853 1.3941
H -6.1178 -2.1612 7.1648
H 0.4071 -6.6185 -2.9599
N -2.5684 -2.6579 -2.1552
H 0.3142 -0.8046 1.8840
H 0.6887 1.3845 0.1779
C 1.4103 -0.8452 3.7591
H -5.2170 0.5196 2.1365
H 0.3039 1.4083 2.4792
C -2.6690 -2.4993 1.2395
H -2.9676 2.9836 0.5042
H -1.5704 -2.4214 1.2239
H 1.4498 5.6884 0.6738
H 1.9997 3.2589 -0.2297
H -4.9749 -3.3982 1.5878
H -1.9220 0.7289 0.9683
O 0.3660 -0.0882 -3.5912
O -3.4596 5.5598 -3.6186
H 2.7015 5.0917 -1.7512
H -4.5843 5.4824 -5.3029
H 2.7270 -2.6434 -0.0697
H -0.2795 0.1668 6.3994
C 8.8277 1.8838 -0.3669
H 1.3593 -1.0853 -0.4735
H 2.3149 -0.3322 4.1036
```

=====

Entry 3:
A molecular structure, C29H82N6O11 in a non-equilibrium geometry, computed with the ωB97M-V functional and the def2-TZVPD basis.

Values from the calculation:
**HOMO energy**: -5.82 eV
**Electronic energy**: -2308.4439 hartree
**LUMO energy**: 0.1 eV
**Gap between HOMO and LUMO**: 0.216 hartree
**Energy above the lowest of the compared OMol25 structures with the same formula, charge and spin**: 4367.1 kJ/mol

Structure (XYZ):
```
128
C29H82N6O11 | the Open Molecules 2025 dataset | the ωB97M-V functional and the def2-TZVPD basis
H -2.0205 -1.0339 5.0077
H -0.2304 7.7632 0.6284
H 0.0142 -0.1948 1.7413
H 0.9051 0.2104 -1.9884
O 1.3234 -1.9012 -2.2953
N 0.7263 3.3390 -0.4755
O 0.0188 5.9267 -0.3227
H 2.0933 -0.3511 -3.2375
H -1.7981 2.8563 3.7453
H -0.1995 5.0707 1.6139
H -4.1678 -0.9913 0.5354
H 1.5200 -2.2252 4.2859
O -0.7443 -2.5677 0.5785
H 1.4260 -2.7761 -4.0948
H 2.9986 2.3159 0.7527
H 2.4364 -0.3176 -1.5585
H -1.9260 -5.1818 -1.1232
H 0.2596 1.3025 -0.4206
C -0.6220 3.7565 -0.1514
H -2.2486 2.0359 -2.3612
C -2.9806 0.2295 2.7520
H 3.0389 -2.5223 -3.2316
C -1.1625 2.5139 0.5506
C 0.5923 7.1124 0.3322
H 1.9541 -3.6563 -0.6429
C 1.6393 -0.5460 -2.2660
H 1.0440 7.7795 -0.4019
C 1.8742 2.1416 -2.7448
H 2.0512 -2.9696 2.8124
C -0.1446 -0.4200 -3.9806
H 0.1234 -2.5238 1.6240
O -0.1900 -0.9166 0.0010
H 2.7010 2.7847 -3.0463
N -2.2994 2.0965 4.1829
H 1.1658 6.9121 1.2372
H 2.9754 0.8514 -1.4764
C 2.0764 1.4517 -1.3365
H -2.9400 -0.1409 -3.8890
H -0.2721 -2.6571 -5.4639
H 0.7972 -3.6750 3.9645
H 4.5794 3.3339 2.4869
H -2.2730 -0.1147 -5.3582
H 0.6577 1.5487 1.4759
C -1.9550 0.7743 3.7006
H -3.9140 0.7213 3.0261
H -1.1202 4.0332 -1.0805
C 0.5303 -1.9362 -5.6208
C -1.2413 -1.7917 3.2459
H -0.9638 0.7191 3.2505
C -1.2509 0.7132 -3.8385
H 1.7738 1.3142 -3.4472
C -1.0964 0.1744 0.1886
H -1.9727 -1.2071 2.6879
H 0.8420 -0.0468 -3.7059
H -1.1976 -1.2783 4.2064
H -0.7613 0.9164 -0.5361
O -1.9192 -3.0032 3.6773
H 1.3839 4.0636 0.9125
O 2.1730 0.1041 1.8380
O 0.0129 -0.6659 -5.3486
C -0.6672 5.1158 0.6304
H 1.7236 -5.3707 -0.8983
H 3.2856 -4.5914 -1.2494
H -1.8873 0.4812 -1.7102
H -0.8864 1.6154 -4.3296
H -1.4100 0.4978 5.8047
H 2.1673 0.2093 -0.2733
C 1.9458 -0.4343 0.5780
H -1.2117 -5.3301 1.5689
N -2.4615 0.4572 -4.5473
O 0.8364 0.7225 -0.9231
H 0.4864 -0.7616 -0.6624
O 0.6637 3.0004 -2.7352
H -0.8572 -1.6243 0.4405
H -0.5584 2.2657 1.4233
H 0.7403 3.5434 -3.5232
H 0.8687 -0.6012 0.5708
H 2.3261 2.1280 -0.5190
H -3.4195 -2.9800 2.2626
H 1.4895 -0.6849 1.7448
C 1.5908 1.3902 2.0165
H -0.5697 1.5197 -1.9090
C 3.7661 2.6675 2.7741
C 1.1687 -2.8009 3.4296
H 3.4949 2.7892 3.8228
H -1.9703 -4.1018 1.9409
H 0.9367 4.3070 -0.6726
C -2.6411 -3.6314 2.6599
C 2.6145 2.5616 1.7428
H -1.6529 5.5478 0.8031
H -1.0146 0.5669 1.2022
C 1.7941 -4.2675 -2.7548
H 0.8081 -1.9609 -6.6745
O -1.9753 -5.3340 0.9871
H -2.6353 -3.0351 -0.1317
O -2.8290 0.5728 1.3359
H 2.3454 -1.4399 0.4468
H 2.7420 -5.9880 -3.3765
C -1.5974 -3.2868 -0.3498
N 0.6431 -0.7635 2.2901
H -3.0810 -0.8555 2.7225
H -3.0540 0.0862 5.3945
C -1.4320 -4.7800 -0.2386
H 2.5721 4.6112 1.6501
H -1.2852 -2.9551 -1.3401
H -2.1031 -0.1740 -0.0420
H 0.7319 2.8988 -1.3845
C 1.9832 -2.7834 -3.1580
C -2.0293 0.0559 5.0241
H -0.3598 -1.3797 -3.5109
H 3.5327 -4.5683 -3.7344
H -1.1668 1.5854 -0.0203
H 0.7439 -4.5055 -2.9238
H -0.3673 -4.9912 -0.1389
C -1.5051 1.2395 -2.3935
N 1.9128 3.8522 1.7465
C 2.2028 -4.4822 -1.3093
H -2.1544 2.8341 0.8695
C -3.7910 0.0235 0.4077
H 4.2283 1.6851 2.6781
N 2.6362 -5.0301 -3.6787
H 1.3833 -2.3143 -5.0574
H 1.3221 1.3065 3.0696
H -1.9283 2.1784 5.1186
H -4.7012 0.6222 0.3716
H -3.1753 -4.4909 3.0650
H -3.5261 0.1798 -0.6380
C 0.1216 -2.0747 2.6172
```